Entry 1:
The following is a DFT calculation (ωB97M-V with the def2-TZVPD basis set) of one molecule with the formula C4H6NOP.

Values from the calculation:
E_LUMO = 0.05 eV
relative energy (zero: lowest compared OMol25 entry of this formula, charge and spin) = 11.36 kcal/mol
SMILES string = OP1C=CN=CC1
HOMO-LUMO gap = 0.326 Ha
maximum force = 4.6 eV Å⁻¹

The geometry in XYZ format:
```
13
Properties=species:S:1:pos:R:3:mulliken_charge:R:1
O -1.8027 0.1106 1.2032 -0.473
P -1.4316 -0.1447 -0.3777 0.082
C -0.4030 -1.6700 -0.2614 -0.282
C 0.9431 -1.5185 -0.0081 -0.322
N 1.4967 -0.4807 0.6287 -0.462
C 1.1402 0.7004 0.4529 0.212
C 0.0594 1.1325 -0.5044 -0.856
H -2.7271 -0.3276 1.1431 0.330
H -0.9004 -2.5507 -0.6705 0.398
H 1.4807 -2.4100 -0.1469 0.379
H 1.6125 1.5342 1.0971 0.281
H -0.3260 2.0752 -0.3554 0.434
H 0.4901 1.1344 -1.5969 0.279
```

Entry 2:
The following is a DFT calculation (ωB97M-V with the def2-TZVPD basis set) of one molecule with the formula C3H8N2.

Values from the calculation:
E_LUMO = 0.98 eV
relative energy (zero: lowest compared OMol25 entry of this formula, charge and spin) = 34.49 kcal/mol
SMILES string = [H]/N=C\NCC
HOMO-LUMO gap = 0.359 Ha
maximum force = 2.2 eV Å⁻¹

The geometry in XYZ format:
```
13
Properties=species:S:1:pos:R:3:mulliken_charge:R:1
H -1.7417 2.0641 0.8442 0.196
N -1.5015 1.2461 1.5050 -0.662
C -0.7414 0.3662 0.9161 0.143
N -0.3740 0.2760 -0.3763 -0.255
C 0.3420 -0.8829 -0.8852 -0.574
C 1.8711 -0.8253 -0.8019 -0.896
H -0.3779 -0.5056 1.4690 0.317
H -0.4383 1.1152 -0.9864 0.213
H 0.0014 -0.9961 -1.9032 0.313
H -0.0734 -1.7477 -0.3474 0.342
H 2.3078 -0.7686 0.2347 0.271
H 2.3463 0.0095 -1.3198 0.307
H 2.2738 -1.7738 -1.2654 0.287
```

Entry 3:
The following is a DFT calculation (ωB97M-V with the def2-TZVPD basis set) of C8H14FeN4O2S as an isolated structure.

Values from the calculation:
E_LUMO (alpha / beta) = -1.57 / -1.62 eV
relative energy (zero: lowest compared OMol25 entry of this formula, charge and spin) = 69.32 kcal/mol
HOMO-LUMO gap (alpha / beta) = 0.130 / 0.127 Ha
multiplicity = 5
maximum force = 4.7 eV Å⁻¹

The geometry in XYZ format:
```
30
Properties=species:S:1:pos:R:3:mulliken_spin:R:1
Fe -5.0216 -2.6797 -8.4918 3.742
C -8.7242 -3.0294 -9.7894 0.012
C -8.8233 -4.4054 -9.6805 0.008
C -9.4977 -4.9033 -10.7580 -0.004
C -9.9282 -3.7795 -11.5475 0.013
C -9.3882 -2.5967 -10.9364 -0.005
H -8.3459 -2.3535 -8.9839 0.000
H -8.4392 -4.9686 -8.8883 -0.002
H -9.6209 -5.9300 -10.9603 0.000
H -10.4810 -3.8692 -12.4401 0.000
H -9.5890 -1.5985 -11.2203 -0.001
N -3.5362 -1.7573 -7.4636 0.046
N -2.6173 -2.7425 -6.9189 -0.001
C -2.9287 -4.0228 -6.8735 0.006
N -2.0404 -4.8821 -6.3430 0.005
S -4.3987 -4.6472 -7.5970 0.044
H -3.0678 -1.3044 -8.2174 0.000
H -3.6996 -0.9785 -6.7853 0.003
H -1.6885 -2.3438 -6.6324 -0.001
H -1.0471 -4.6565 -6.5251 0.001
H -2.3279 -5.8549 -6.5941 0.001
N -5.6967 -2.9114 -10.5705 0.070
C -6.0249 -1.6050 -11.1874 -0.018
C -6.1087 -0.4666 -9.9720 0.010
O -6.9504 0.4313 -10.1304 0.014
O -5.4283 -0.7267 -8.9350 0.064
H -5.0233 -3.4658 -11.0380 0.006
H -6.5586 -3.4543 -10.4743 -0.014
H -6.9455 -1.4433 -11.7022 0.001
H -5.2269 -1.3112 -11.9133 0.001
```

Entry 4:
The following is a DFT calculation (ωB97M-V with the def2-TZVPD basis set) of a 2-piece molecular cluster, C3H10NO overall.

Values from the calculation:
net charge = +2
E_LUMO (alpha / beta) = -15.30 / -16.02 eV
relative energy (zero: lowest compared OMol25 entry of this formula, charge and spin) = 222.02 kcal/mol
HOMO-LUMO gap (alpha / beta) = 0.204 / 0.161 Ha
multiplicity = 2
maximum force = 2.5 eV Å⁻¹

The geometry in XYZ format:
```
15
Properties=species:S:1:pos:R:3:mulliken_spin:R:1
O 0.3319 -1.6033 -0.4673 0.799
C 1.4608 -0.9727 -1.0583 0.002
C 1.6906 0.5001 -0.4887 0.030
N 0.4269 1.0329 -0.2252 -0.073
C -2.4582 0.1530 1.2994 0.041
H -0.2309 -0.7942 -0.1560 -0.018
H 2.3468 -1.6145 -0.9396 0.040
H 1.2717 -0.8878 -2.1451 0.095
H 2.2792 1.1211 -1.1832 0.024
H 2.2622 0.3570 0.4775 -0.008
H 0.4196 2.0666 -0.3642 0.005
H -1.6221 0.4506 1.9797 0.047
H -2.3998 -0.8973 1.0233 -0.001
H -2.3752 0.7941 0.4205 0.004
H -3.4036 0.2942 1.8269 0.014
```

Entry 5:
The following is a DFT calculation (ωB97M-V with the def2-TZVPD basis set) of a 2-piece molecular cluster, C2H7NS overall.

Values from the calculation:
E_LUMO = 0.83 eV
relative energy (zero: lowest compared OMol25 entry of this formula, charge and spin) = 25.43 kcal/mol
SMILES string = C=CN.S
HOMO-LUMO gap = 0.346 Ha
maximum force = 2.4 eV Å⁻¹

The geometry in XYZ format:
```
11
Properties=species:S:1:pos:R:3:mulliken_charge:R:1
C -1.2623 -0.5571 -0.0809 -0.768
C -0.7744 -0.3969 -1.3064 0.108
N 0.5084 -0.0613 -1.7168 -0.426
H -2.2394 -0.3475 0.3209 0.239
H -0.5477 -0.9013 0.6786 0.153
H -1.5531 -0.3335 -2.0747 0.271
H 1.1545 0.0253 -0.9653 0.210
H 0.8365 -0.6229 -2.4893 0.231
S 1.1617 0.8611 3.1643 -0.250
H 0.9458 0.4208 1.8980 0.084
H 1.7699 1.9131 2.5715 0.148
```

Entry 6:
The following is a DFT calculation (ωB97M-V with the def2-TZVPD basis set) of a 8-piece molecular cluster, C5H24O7 overall.

Values from the calculation:
E_LUMO = 0.11 eV
relative energy (zero: lowest compared OMol25 entry of this formula, charge and spin) = 61.93 kcal/mol
SMILES string = C/C=C/CC.O.O.O.O.O.O.O
HOMO-LUMO gap = 0.360 Ha
maximum force = 7.7 eV Å⁻¹

The geometry in XYZ format:
```
36
Properties=species:S:1:pos:R:3:mulliken_charge:R:1
C -2.1932 2.2824 -0.3805 -1.481
C -1.1579 1.4378 0.3814 0.070
C -0.8255 0.2367 -0.0930 -0.314
C 0.0794 -0.8420 0.3300 1.188
C -0.5164 -2.2012 0.2990 -0.779
H -1.8381 3.0953 -0.9301 0.419
H -3.0300 2.4941 0.3730 0.274
H -2.6729 1.7228 -1.1701 0.375
H -0.6420 1.8752 1.2655 0.403
H -1.3842 0.0734 -1.0833 0.074
H 0.9129 -0.8706 -0.3665 -0.693
H 0.3823 -0.6923 1.3521 0.085
H -0.1360 -3.0913 0.8772 0.400
H -0.5009 -2.5360 -0.6899 0.314
H -1.6402 -1.9885 0.3933 -0.284
O -0.4698 0.7853 3.4283 -0.595
H -1.1678 1.1871 3.1223 0.285
H -0.5827 -0.1413 3.5260 0.290
O 1.4460 -2.1186 -2.4167 -0.681
H 1.9059 -1.4093 -1.9153 0.411
H 2.1455 -2.6483 -2.7764 0.254
O 2.0347 1.4692 2.9884 -0.706
H 1.0810 1.4910 3.0816 0.374
H 2.4381 0.6962 2.3624 0.323
O 2.2549 1.8321 0.0087 -0.531
H 2.0400 2.1715 0.8798 0.290
H 3.0213 2.2929 -0.0720 0.265
O -3.8770 -0.7963 1.0579 -0.668
H -3.6159 -1.6542 0.6554 0.332
H -3.1596 -0.3542 0.6337 0.372
O 2.8388 -0.1971 -1.4202 -0.593
H 3.1648 -0.0850 -0.5642 0.263
H 2.8911 0.6027 -1.8575 0.246
O -0.5791 -1.5737 -4.0311 -0.642
H -1.2026 -1.0143 -3.8298 0.250
H 0.0830 -1.9064 -3.4120 0.407
```

Entry 7:
The following is a DFT calculation (ωB97M-V with the def2-TZVPD basis set) of an isolated ion of composition C8H9O4 and charge -1.

Values from the calculation:
net charge = -1
E_LUMO = 3.36 eV
relative energy (zero: lowest compared OMol25 entry of this formula, charge and spin) = 20.52 kcal/mol
SMILES string = C\C([O-])=C(O)/C=C\C=C\C(=O)O
HOMO-LUMO gap = 0.232 Ha
maximum force = 4.9 eV Å⁻¹

The geometry in XYZ format:
```
21
Properties=species:S:1:pos:R:3:mulliken_charge:R:1
C -1.0998 -1.3638 1.0460 -1.064
C -2.2799 -0.9003 0.1904 1.002
O -3.3267 -1.5423 0.0126 -0.768
C -2.1235 0.3202 -0.5794 -0.590
O -3.3045 0.7220 -1.3292 -0.605
C -1.2932 1.3965 -0.2038 0.120
C -0.0158 1.6742 0.2977 -0.541
C 1.2203 1.0394 0.3912 -0.022
C 1.7909 0.0019 -0.3169 -0.662
C 3.1906 -0.3862 -0.2999 0.332
O 4.0459 0.1852 0.3473 -0.672
O 3.6967 -1.2931 -1.2030 -0.506
H -1.3728 -2.4162 1.2237 0.377
H -1.2853 -0.9543 2.0831 0.273
H -0.2467 -1.2236 0.4356 0.148
H -3.7101 -0.1286 -1.1126 0.390
H -1.7645 2.3960 -0.4647 0.223
H 0.1482 2.6339 0.7307 0.182
H 1.8293 1.6249 1.0184 0.373
H 1.2343 -0.4157 -1.0088 0.695
H 4.6667 -1.3699 -1.2583 0.317
```

Entry 8:
The following is a DFT calculation (ωB97M-V with the def2-TZVPD basis set) of C46H50BrIrN8O5S as an isolated structure.

Values from the calculation:
net charge = +1
E_LUMO (alpha / beta) = -3.39 / -4.19 eV
relative energy (zero: lowest compared OMol25 entry of this formula, charge and spin) = 73.78 kcal/mol
HOMO-LUMO gap (alpha / beta) = 0.250 / 0.221 Ha
multiplicity = 2
maximum force = 1.5 eV Å⁻¹

The geometry in XYZ format:
```
112
Properties=species:S:1:pos:R:3:mulliken_spin:R:1
Ir 0.6616 -1.1951 0.5885 0.599
C -0.2557 -4.3032 -2.4557 0.006
C 0.9646 -4.8795 -2.8029 -0.005
C 2.0831 -4.5098 -2.1001 0.008
C 1.9964 -3.5704 -1.0614 -0.007
N 0.8089 -3.0450 -0.7256 0.094
C -0.2803 -3.4034 -1.4186 0.004
N 3.2105 -3.2478 -0.4766 0.003
C 3.3810 -2.4523 0.5128 -0.003
N 2.4663 -1.6972 1.2213 -0.009
C 3.0565 -1.1575 2.3367 -0.006
N 2.5159 -0.5530 3.3400 0.000
C 1.1557 -0.4191 3.5273 -0.002
C 0.7890 0.2229 4.7228 0.001
C -0.5303 0.4168 5.0439 0.002
C -1.5053 -0.0489 4.1615 0.001
C -1.0921 -0.6756 3.0158 0.008
N 0.2022 -0.8715 2.6875 0.043
C 4.4970 -1.4609 2.2726 0.002
C 5.5337 -1.1188 3.1171 0.000
C 6.7976 -1.5958 2.7869 0.000
C 6.9981 -2.3987 1.6644 0.000
C 5.9428 -2.7540 0.8308 0.000
C 4.6963 -2.2592 1.1557 -0.001
H -1.1695 -4.5363 -2.9824 0.001
H 1.0334 -5.5886 -3.6162 0.000
H 3.0646 -4.9005 -2.3225 0.001
H -1.2047 -2.9235 -1.1364 0.002
H 1.5956 0.5513 5.3613 0.000
H -0.8068 0.9242 5.9583 0.000
H -2.5632 0.0899 4.3440 0.001
H -1.8212 -1.0437 2.3136 0.005
H 5.3634 -0.5043 3.9900 0.000
H 7.6434 -1.3443 3.4121 0.000
H 7.9955 -2.7530 1.4425 0.000
H 6.0849 -3.3831 -0.0367 0.000
C -0.7256 3.4968 -5.6363 0.000
C -1.6449 2.7852 -4.6407 -0.004
C -2.6843 1.9721 -5.4248 0.002
C -2.3589 3.8521 -3.8000 0.002
C -0.8699 1.8334 -3.7348 0.015
C -1.4879 1.2787 -2.6278 0.000
C -0.7409 0.4067 -1.8680 0.002
Br -1.5259 -0.3334 -0.2921 0.006
C 0.5773 0.0630 -2.0633 0.017
O 1.2418 -0.7627 -1.2268 0.082
C 1.2121 0.6039 -3.1949 0.007
C 0.4553 1.4552 -3.9912 -0.004
C 2.6741 0.2805 -3.5289 0.000
C 2.8292 -1.2275 -3.7629 0.003
C 3.5968 0.7267 -2.3853 -0.001
C 3.1357 0.9937 -4.8022 0.001
H -1.2982 4.2474 -6.1818 0.000
H -0.3074 2.8081 -6.3726 0.000
H 0.0961 4.0070 -5.1309 0.000
H -3.2220 2.6159 -6.1229 0.000
H -3.4166 1.5208 -4.7530 0.000
H -2.2050 1.1745 -5.9954 0.000
H -2.9101 4.5275 -4.4560 0.000
H -1.6411 4.4460 -3.2319 0.000
H -3.0716 3.4291 -3.0910 0.000
H -2.5016 1.5319 -2.3463 -0.001
H 0.9354 1.8822 -4.8557 -0.001
H 2.6167 -1.7873 -2.8574 -0.004
H 3.8529 -1.4501 -4.0701 0.000
H 2.1579 -1.5688 -4.5545 0.000
H 3.3472 0.2295 -1.4499 -0.003
H 3.5211 1.8019 -2.2272 0.000
H 4.6305 0.4857 -2.6433 0.000
H 2.5413 0.7066 -5.6716 0.000
H 4.1709 0.7171 -5.0051 0.000
H 3.1000 2.0789 -4.6965 0.000
C -6.0130 1.5306 5.0493 0.000
C -5.1468 2.1277 3.9767 0.000
C -4.8676 3.4924 3.9694 0.000
C -4.0610 4.0538 2.9913 0.000
C -3.5219 3.2399 2.0072 0.001
C -3.7898 1.8791 1.9912 0.000
C -4.5972 1.3315 2.9720 0.000
S -2.5771 3.9746 0.7059 0.000
O -3.1816 3.6903 -0.5662 0.000
O -2.3260 5.3326 1.0958 0.000
N -1.2010 3.0778 0.7372 0.000
C -0.3364 3.2187 1.9158 0.000
C 1.1224 2.9738 1.5557 -0.002
C 1.2422 1.8843 0.5056 -0.011
O 1.4570 2.1476 -0.6518 0.006
O 1.0441 0.6984 1.0504 0.027
H -6.8704 2.1683 5.2609 0.000
H -5.4533 1.4196 5.9801 0.000
H -6.3820 0.5473 4.7608 0.000
H -5.2942 4.1275 4.7358 0.000
H -3.8442 5.1128 2.9831 0.000
H -3.3743 1.2675 1.2042 0.000
H -4.8246 0.2711 2.9536 0.000
H -0.7312 3.1802 -0.1603 0.000
H -0.6726 2.4909 2.6582 -0.001
H -0.4295 4.2184 2.3463 0.000
H 1.6686 2.7048 2.4598 0.000
H 1.5677 3.8712 1.1282 0.000
C -3.3230 -5.3171 2.0868 0.002
N -2.0715 -4.5790 2.0073 0.003
C -0.8809 -4.9370 2.5842 0.004
C 0.0209 -3.9845 2.2210 -0.002
N -0.6050 -3.0552 1.4307 0.113
C -1.8595 -3.4430 1.3206 -0.007
H -3.5038 -5.6148 3.1168 0.000
H -3.2822 -6.2003 1.4522 0.000
H -4.1348 -4.6736 1.7581 0.000
H -0.7840 -5.8202 3.1902 0.001
H 1.0638 -3.9017 2.4751 0.005
H -2.6356 -2.9452 0.7617 0.000
```

- Which formula does entry 3 have?
  C8H14FeN4O2S